ORCA calculation (ωB97M-V/def2-TZVPD) on C18H19MgN7O2P as an isolated structure at a distorted geometry.

Charge   +1
HOMO-LUMO gap   8.361 eV
E   -48232.3465 eV
LUMO   -2.94 eV

Each line ends with the Löwdin charge.
CARTESIAN COORDINATES (ANGSTROEM)
Mg1 -10.78436 -9.97194 6.07582  0.6711
C1 -10.24736 -9.11291 11.47458  -0.0596
N1 -10.94061 -9.35200 10.26614  -0.1247
C2 -12.31673 -9.50990 10.13190  -0.0349
C3 -12.53006 -9.76696 8.83391  -0.0675
N2 -11.29054 -9.73111 8.10582  0.0141
C4 -10.33308 -9.50340 9.02423  -0.3845
P1 -8.54786 -9.11176 8.77652  1.1958
C5 -8.37561 -10.64157 7.88864  -0.4496
N3 -9.05907 -11.03510 6.79818  0.0202
C6 -8.36146 -12.13031 6.26016  -0.0534
C7 -7.27945 -12.43234 7.06223  -0.0123
N4 -7.28539 -11.46742 8.07806  -0.1328
C8 -6.24443 -11.26024 9.04434  -0.0509
C9 -8.89150 -8.03078 7.38848  -0.4389
N5 -9.66831 -8.24294 6.32707  0.0154
C10 -9.50327 -7.12824 5.45648  -0.0507
C11 -8.64239 -6.24243 6.00048  -0.0128
N6 -8.26905 -6.81319 7.23699  -0.1234
C12 -7.51663 -6.12740 8.27530  -0.0393
H1 -10.74057 -8.34348 12.02913  0.0908
H2 -9.21507 -8.74935 11.33591  0.0657
H3 -10.18231 -9.98614 12.14560  0.1102
H4 -13.06728 -9.46414 10.93115  0.1437
H5 -13.47794 -9.93137 8.33789  0.0914
H6 -8.75469 -12.60393 5.38491  0.1144
H7 -6.56191 -13.28831 6.98118  0.1464
H8 -5.68366 -12.22120 9.09771  0.1105
H9 -6.59513 -11.07212 10.05055  0.0816
H10 -5.54709 -10.48019 8.73336  0.0982
H11 -10.02966 -7.07084 4.52261  0.1203
H12 -8.27512 -5.32903 5.55104  0.1324
H13 -7.13837 -5.21047 7.83960  0.0919
H14 -6.63313 -6.73352 8.56453  0.0917
H15 -8.13007 -5.91801 9.16950  0.1004
O1 -10.96324 -10.61504 2.06954  0.0483
C13 -11.19710 -10.51792 3.28445  -0.5799
O2 -10.32243 -10.22312 4.19116  -0.1189
C14 -12.61492 -10.73083 3.76665  -0.1588
C15 -13.56927 -11.18284 2.86859  0.0261
C16 -14.88443 -11.32556 3.34566  -0.0350
C17 -15.15166 -11.05442 4.66614  -0.0518
C18 -14.13498 -10.58916 5.50655  -0.1247
N7 -12.87538 -10.49474 5.10151  0.0667
H16 -13.31120 -11.38896 1.82198  0.1352
H17 -15.63315 -11.70020 2.65312  0.1177
H18 -16.15578 -11.11502 5.13504  0.1225
H19 -14.35269 -10.39080 6.53613  0.0817